Record 1
Below is the molecule C6H13N at a distorted geometry, with properties calculated with ωB97M-V with the def2-TZVPD basis set.

Computed properties:
relative energy (zero: lowest compared OMol25 entry of this formula, charge and spin)	19.75	kcal/mol
orbital gap	10.136	eV

XYZ file:
```
20
Properties=species:S:1:pos:R:3:forces:R:3
C 2.038359 -2.377169 0.098458 -1.32 0.16 0.03
C 1.174406 -1.138836 0.013426 1.66 0.77 -0.50
C 1.163244 -0.160840 0.912208 -1.18 0.31 0.37
C 0.412500 1.152833 0.778755 -0.52 -0.79 0.51
C -0.342440 1.415442 -0.506608 0.78 0.97 -0.53
C -1.558862 0.553072 -0.818397 0.21 0.85 -0.55
N -2.633804 0.876199 0.129690 -0.38 -0.73 -0.02
H 1.470407 -3.220883 -0.301895 0.15 -0.19 0.18
H 2.918736 -2.273261 -0.531532 0.20 0.07 0.17
H 2.275408 -2.549985 1.145511 0.34 -0.24 -0.07
H 0.850774 -0.850677 -0.983103 -0.28 -0.29 -0.05
H 1.464542 -0.307951 1.949437 0.52 -0.31 -0.22
H 1.046651 2.000050 1.047155 0.14 -0.06 -0.12
H -0.339258 1.094367 1.581055 0.04 0.27 -0.05
H 0.346807 1.501182 -1.356521 0.10 -0.76 -0.08
H -0.652558 2.467578 -0.492780 -0.48 -0.12 0.35
H -1.833003 0.825746 -1.845715 -0.22 -0.09 0.05
H -1.320948 -0.503369 -0.879854 -0.06 -0.16 0.47
H -3.157934 0.044940 0.392879 0.26 0.06 0.04
H -3.323022 1.451569 -0.332169 0.02 0.28 0.01
```
Positions in Å, forces in eV/Å.

Atomic partial charges in e from the Löwdin method, atoms 1 to 5: C -0.103; C -0.181; C -0.119; C -0.218; C -0.244

=====

Record 2
Below is the molecule C6H13N at a distorted geometry, with properties calculated with ωB97M-V with the def2-TZVPD basis set.

Computed properties:
relative energy (zero: lowest compared OMol25 entry of this formula, charge and spin)	20.71	kcal/mol
orbital gap	10.429	eV

XYZ file:
```
20
Properties=species:S:1:pos:R:3:forces:R:3
C 3.140225 0.153940 0.983257 -0.07 -0.41 0.12
C 2.103504 -0.529535 0.512697 0.51 0.16 -0.48
C 1.227014 0.023732 -0.572472 -0.02 1.04 0.22
C -0.004126 0.758197 -0.016291 0.15 -0.54 1.77
C -1.036901 -0.197352 0.624154 0.42 -0.51 -1.86
C -2.112599 -0.721458 -0.336416 -0.32 0.77 -0.08
N -2.850815 0.350765 -1.051819 0.46 -0.10 0.27
H 3.452118 1.094263 0.545193 -0.16 0.15 0.17
H 3.722920 -0.244782 1.802011 0.21 0.03 -0.06
H 1.961288 -1.552336 0.840609 -0.34 0.08 0.31
H 1.796599 0.785257 -1.111796 0.14 -0.20 -0.15
H 0.939732 -0.737494 -1.267432 -0.23 -0.55 -0.54
H -0.406012 1.497150 -0.696430 -0.29 -0.10 -0.36
H 0.344569 1.320943 0.856809 0.27 0.32 -0.31
H -0.477458 -1.061862 0.986912 -0.10 0.01 0.35
H -1.548422 0.255935 1.442528 -0.26 0.47 0.74
H -1.710050 -1.361820 -1.121129 0.05 -0.31 0.26
H -2.831910 -1.258061 0.284996 -0.01 -0.34 -0.30
H -2.831366 1.179686 -0.461848 -0.25 0.00 -0.10
H -2.309365 0.606249 -1.872530 -0.15 0.04 0.03
```
Positions in Å, forces in eV/Å.

Atomic partial charges in e from the Löwdin method, atoms 1 to 5: C 0.000; C -0.196; C -0.219; C -0.206; C -0.204

=====

Record 3
Below is the ion C6H13N with charge +1 at a distorted geometry, with properties calculated with ωB97M-V with the def2-TZVPD basis set.

Computed properties:
<S²>	0.7578
total charge	+1
relative energy (zero: lowest compared OMol25 entry of this formula, charge and spin)	50.82	kcal/mol
spin multiplicity	2
orbital gap (spin up / spin down)	10.317 / 8.446	eV

XYZ file:
```
20
Properties=species:S:1:pos:R:3:forces:R:3
C 1.576072 1.052460 1.044065 -0.42 0.19 2.17
C 1.171365 -0.132363 0.156606 -0.14 -0.56 -2.42
C -0.210486 -0.178106 -0.647048 0.30 -1.24 3.85
C -0.781875 0.951187 -1.097319 -0.82 6.93 -3.79
N -0.061988 2.090735 -1.693686 -1.73 -4.18 3.25
C -1.237545 -1.296428 -0.445096 -1.31 0.59 1.82
C -0.861462 -2.126936 0.846507 -0.19 -1.27 -2.76
H 0.930969 1.899962 0.942950 -0.57 0.62 -0.44
H 2.607366 1.469039 0.947494 -0.69 -0.93 -0.28
H 1.416154 0.824081 2.128176 0.35 -0.11 -0.83
H 1.341288 -1.142602 0.551310 -0.04 0.74 0.18
H 1.918806 -0.013126 -0.626748 0.12 -0.54 -0.66
H -1.902079 1.181720 -1.114176 1.62 -1.02 -0.16
H 0.837500 2.111557 -1.252974 1.01 0.31 -0.52
H -0.525439 2.978764 -1.640993 -0.48 0.32 -0.32
H -1.446124 -1.693826 -1.473474 0.43 -0.68 1.07
H -2.348268 -0.923708 -0.124742 2.59 0.05 -1.11
H -0.920473 -1.535589 1.708414 0.47 1.36 1.04
H -1.593796 -2.878498 1.069772 -0.48 -0.60 -0.40
H 0.090015 -2.638325 0.720963 -0.01 0.02 0.31
```
Positions in Å, forces in eV/Å.

Atomic partial charges in e from the Löwdin method, atoms 1 to 5: C -0.084; C -0.142; C -0.106; C -0.014; N 0.194

=====

Record 4
Below is the ion C6H13N2 with charge +1 at a distorted geometry, with properties calculated with ωB97M-V with the def2-TZVPD basis set.

Computed properties:
total charge	+1
relative energy (zero: lowest compared OMol25 entry of this formula, charge and spin)	53.23	kcal/mol
orbital gap	8.593	eV

XYZ file:
```
21
Properties=species:S:1:pos:R:3:forces:R:3
C -4.048769 -1.008989 -0.056369 0.09 -0.70 -0.54
N -3.445884 -0.024417 0.436157 -0.80 -0.12 -0.10
C -2.095587 0.201949 0.617930 -0.28 0.19 0.14
C -1.079134 0.156635 -0.256277 0.86 0.28 1.89
C 0.219624 0.893459 0.165262 -1.52 -0.98 0.97
C 1.476028 0.065672 0.163909 0.27 -0.41 -0.31
C 2.746256 0.764412 0.542646 1.06 0.61 1.69
N 1.720170 -0.676469 -1.180031 0.09 -0.76 1.24
H -5.135380 -1.089649 -0.127277 0.09 0.69 0.18
H -3.575357 -1.886606 -0.500652 0.52 -0.16 0.27
H -1.988595 0.635915 1.618932 0.48 0.07 -0.38
H -1.121688 -0.462772 -1.121331 -0.29 0.16 -1.02
H 0.242666 1.838491 -0.344753 0.58 0.50 -0.31
H 0.098165 1.082324 1.269098 0.03 0.31 -1.07
H 1.252249 -0.739522 0.884098 0.46 0.00 -0.47
H 3.682061 0.253341 0.312556 -0.21 -0.47 -0.10
H 2.762343 0.872982 1.639477 -0.09 -0.31 -0.22
H 2.946223 1.791125 0.265152 -0.69 0.28 -0.85
H 1.671920 -0.059898 -1.986119 -0.08 -0.06 -0.21
H 2.628825 -1.166681 -1.138704 -0.23 0.60 -0.18
H 1.043863 -1.441299 -1.203708 -0.33 0.29 -0.62
```
Positions in Å, forces in eV/Å.

Atomic partial charges in e from the Löwdin method, atoms 1 to 5: C -0.007; N 0.004; C -0.175; C -0.083; C -0.161

=====

Record 5
Below is the ion C6H13N2 with charge +1 at a distorted geometry, with properties calculated with ωB97M-V with the def2-TZVPD basis set.

Computed properties:
total charge	+1
relative energy (zero: lowest compared OMol25 entry of this formula, charge and spin)	52.52	kcal/mol
orbital gap	9.601	eV

XYZ file:
```
21
Properties=species:S:1:pos:R:3:forces:R:3
C 1.041112 -1.932528 0.287582 -2.00 1.17 0.57
C 1.708734 -0.970211 -0.292786 2.06 1.79 0.34
N 1.546821 0.442043 0.011928 -1.96 -2.38 0.84
C 2.594984 1.376250 -0.240227 0.47 1.16 -1.21
C 0.403191 0.950793 0.458505 0.54 0.52 -0.59
N -0.844568 0.637287 0.232822 -1.83 2.81 2.11
C -1.623387 -0.367143 -0.418778 -0.52 -2.58 0.79
C -3.071220 -0.380978 0.138656 -0.63 0.70 -2.60
H 0.258382 -1.563788 0.965535 0.29 -0.86 -0.04
H 1.041533 -2.941260 -0.031697 0.51 -0.85 0.15
H 2.689636 -1.094795 -0.716140 -0.17 -0.40 -1.02
H 2.241329 2.049938 -1.023229 0.32 -0.23 -0.48
H 3.464408 0.830224 -0.593917 0.18 0.32 0.29
H 2.786736 2.095009 0.543219 0.36 -0.47 0.87
H 0.560988 1.875435 1.007539 -0.35 0.12 -0.17
H -1.520634 1.384993 0.614487 1.67 -1.47 -0.45
H -1.087601 -1.322725 -0.307527 -0.50 0.29 -0.33
H -1.688718 -0.128695 -1.446471 0.05 0.11 -1.24
H -3.331942 -0.625772 1.104088 0.72 -1.04 2.61
H -3.860182 -0.999538 -0.426116 1.60 1.23 0.08
H -3.309596 0.685456 0.132517 -0.83 0.05 -0.53
```
Positions in Å, forces in eV/Å.

Atomic partial charges in e from the Löwdin method, atoms 1 to 5: C 0.057; C -0.098; N -0.113; C -0.017; C -0.067